Record 1
{
  "formula": "C34H32N2O7PRuS2Te",
  "method": "ωB97M-V/def2-TZVPD",
  "elements": ["Ru", "O", "C", "O", "C", "C", "C", "C", "C", "N", "C", "O", "O", "H", "H", "H", "H", "H", "N", "C", "C", "C", "C", "C", "C", "P", "C", "C", "C", "C", "C", "C", "C", "C", "C", "C", "C", "C", "H", "H", "H", "H", "H", "H", "H", "H", "H", "H", "H", "H", "H", "H", "H", "H", "O", "S", "O", "O", "S", "C", "C", "C", "C", "C", "C", "Te", "C", "C", "C", "H", "H", "H", "H", "H", "H", "H", "H", "H", "H", "H"],
  "xyz": [[0.01865, 1.33535, 0.52493], [1.92283, 5.43187, -0.33074], [0.99058, 4.59785, 0.16043], [0.05583, 4.21696, -0.48477], [1.26687, 4.25238, 1.59746], [2.18314, 4.98922, 2.33892], [2.38139, 4.64852, 3.66347], [1.66715, 3.59058, 4.20072], [0.78919, 2.89772, 3.37295], [0.59676, 3.22747, 2.09960], [-0.02386, 1.70430, 3.85159], [0.13640, 1.33299, 5.12692], [-0.79392, 1.10210, 3.15717], [1.71760, 5.56134, -1.26870], [2.72166, 5.80014, 1.87433], [3.08740, 5.19385, 4.27379], [1.82937, 3.34559, 5.24171], [0.85219, 1.82055, 5.55195], [-2.43592, 2.42685, 1.07073], [-3.17489, 2.58021, -0.12783], [-4.29256, 3.41280, -0.17921], [-5.02243, 3.53359, -1.34734], [-4.66171, 2.80049, -2.47181], [-3.54419, 1.98821, -2.42383], [-2.76781, 1.89957, -1.27085], [-1.20392, 0.95251, -1.22781], [-0.37593, 1.47199, -2.77062], [-0.52308, 2.76816, -3.25847], [0.21577, 3.19606, -4.35110], [1.11817, 2.33963, -4.96420], [1.28582, 1.05357, -4.47248], [0.54941, 0.62656, -3.37978], [-1.87929, -0.70716, -1.60720], [-2.02758, -1.22938, -2.88749], [-2.66056, -2.44883, -3.07940], [-3.16709, -3.15204, -1.99776], [-3.02628, -2.63839, -0.71599], [-2.37583, -1.43079, -0.52290], [-2.61047, 3.17101, 1.73206], [-2.58942, 1.53627, 1.52930], [-4.59403, 3.94655, 0.71467], [-5.88735, 4.18357, -1.37499], [-5.24194, 2.87193, -3.38201], [-3.24679, 1.43458, -3.30656], [-1.20319, 3.45798, -2.77772], [0.08604, 4.20569, -4.72074], [1.69376, 2.67392, -5.81787], [1.99951, 0.38135, -4.93087], [0.70403, -0.37303, -2.99389], [-1.65588, -0.68473, -3.74528], [-2.76264, -2.84683, -4.08090], [-3.66848, -4.09914, -2.15022], [-3.41284, -3.18386, 0.13507], [-2.23779, -1.04709, 0.48306], [4.14926, 0.70722, -0.32985], [2.80823, 0.91958, 0.11575], [2.60178, 1.14146, 1.53844], [2.00151, 1.86266, -0.68870], [1.67120, -0.86228, -0.37405], [2.83863, -7.70445, 1.27626], [2.36288, -6.28480, 1.39304], [3.26457, -5.23392, 1.50040], [2.84449, -3.91499, 1.60845], [3.87537, -2.82907, 1.71993], [1.46773, -3.63533, 1.59482], [0.83607, -1.61726, 1.74997], [0.53816, -4.67969, 1.48700], [-0.95489, -4.50029, 1.48569], [1.00974, -5.98703, 1.39515], [3.92662, -7.75519, 1.28201], [2.48607, -8.16196, 0.35034], [2.46830, -8.31407, 2.10217], [4.32774, -5.44679, 1.50064], [4.86892, -3.25926, 1.83595], [3.67306, -2.17820, 2.57290], [3.88178, -2.18468, 0.83720], [-1.25473, -3.46436, 1.36551], [-1.38188, -4.87329, 2.41940], [-1.39955, -5.07212, 0.66929], [0.28712, -6.79246, 1.31280]],
  "forces_ev_per_angstrom": [[-0.35, 0.13, -0.66], [0.12, 0.01, 0.07], [-0.05, -0.01, -0.42], [-0.10, 0.02, 0.31], [0.17, 0.09, 0.04], [-0.02, -0.02, 0.00], [0.00, -0.01, -0.02], [-0.02, 0.06, -0.21], [-0.03, -0.14, 0.15], [0.00, -0.16, 0.17], [0.20, 0.06, 0.01], [0.10, 0.02, 0.12], [-0.07, 0.09, -0.15], [-0.02, -0.03, 0.01], [0.01, 0.01, 0.01], [0.01, 0.02, 0.00], [-0.05, -0.06, 0.00], [-0.08, -0.06, -0.01], [0.38, -0.14, 0.13], [-0.12, 0.08, -0.04], [0.02, -0.02, 0.02], [0.00, 0.00, 0.02], [-0.03, 0.02, -0.03], [0.01, 0.00, -0.05], [-0.01, 0.01, 0.06], [0.07, -0.05, -0.30], [0.00, 0.01, 0.00], [0.00, -0.01, 0.02], [0.02, 0.01, -0.02], [0.00, 0.01, -0.01], [0.03, -0.01, 0.00], [-0.01, -0.03, 0.00], [0.04, -0.05, 0.10], [-0.04, 0.03, -0.04], [-0.02, -0.04, -0.04], [-0.01, -0.02, 0.04], [0.00, -0.01, -0.01], [0.04, 0.02, -0.01], [0.04, -0.03, 0.04], [-0.02, 0.02, 0.00], [-0.01, 0.02, 0.00], [-0.01, 0.00, 0.00], [-0.01, 0.01, 0.00], [0.01, 0.00, -0.01], [-0.03, -0.02, 0.02], [0.00, 0.00, -0.01], [0.00, 0.01, 0.00], [0.01, 0.01, -0.01], [-0.01, 0.00, 0.00], [0.01, 0.01, 0.00], [0.00, 0.00, -0.01], [0.00, -0.01, -0.01], [-0.02, -0.01, 0.00], [0.00, 0.01, -0.02], [0.23, 0.06, -0.03], [-0.59, -0.15, -0.11], [0.27, 0.00, 0.26], [0.04, 0.07, 0.16], [-0.22, 0.18, 0.49], [0.04, -0.07, -0.01], [-0.01, 0.07, 0.01], [0.00, -0.05, -0.01], [-0.04, 0.05, -0.03], [0.08, 0.06, 0.01], [0.17, -0.04, -0.06], [-0.25, 0.01, 0.06], [0.10, -0.01, 0.02], [-0.10, 0.00, -0.02], [0.04, 0.03, -0.02], [0.01, -0.01, 0.00], [-0.01, 0.01, 0.00], [-0.01, 0.00, 0.01], [0.02, 0.00, 0.00], [0.03, 0.01, -0.01], [0.02, -0.02, -0.01], [0.02, -0.06, 0.02], [0.03, 0.05, 0.00], [-0.01, 0.02, 0.01], [0.00, -0.02, 0.02], [-0.01, -0.02, 0.00]],
  "lowdin_charge": [0.6131, 0.1204, -0.4725, 0.1115, -0.1644, 0.0369, -0.0148, 0.0167, -0.1703, 0.1398, -0.4612, 0.1432, 0.0310, 0.1392, 0.1247, 0.1188, 0.1144, 0.0942, 0.0567, -0.3137, -0.0350, -0.0831, -0.0825, -0.0824, -0.2779, 0.8970, -0.3405, -0.0964, -0.0810, -0.0859, -0.0715, -0.1253, -0.3329, -0.0881, -0.0777, -0.0833, -0.0924, -0.1197, 0.0904, 0.0741, 0.1077, 0.1024, 0.1021, 0.1105, 0.0998, 0.1005, 0.1002, 0.1059, 0.0728, 0.0989, 0.1031, 0.1019, 0.1017, 0.0745, -0.3363, 0.1389, -0.4526, -0.4614, 0.2570, -0.0517, -0.2669, -0.0166, -0.3134, -0.0954, -0.4632, 1.1100, -0.3068, -0.0874, -0.0255, 0.0723, 0.0812, 0.0807, 0.1131, 0.0768, 0.0615, 0.0486, -0.0075, 0.0890, 0.0817, 0.1218],
  "gap_ev": [6.294, 6.067],
  "multiplicity": 2,
  "de_lowest_kcal_mol": 47.27,
  "total_charge": 0
}

***

Record 2
{
  "formula": "C12H16F12O15S4V",
  "method": "ωB97M-V/def2-TZVPD",
  "elements": ["O", "V", "C", "F", "F", "F", "S", "O", "O", "O", "C", "F", "F", "F", "S", "O", "O", "O", "C", "F", "F", "F", "S", "O", "O", "O", "C", "F", "F", "F", "S", "O", "O", "O", "C", "C", "C", "O", "C", "H", "H", "H", "H", "H", "H", "H", "H", "C", "C", "C", "O", "C", "H", "H", "H", "H", "H", "H", "H", "H"],
  "xyz": [[0.92049, 0.93482, -1.55168], [0.97939, 0.61167, -0.01806], [-2.11471, -2.21152, 1.78665], [-2.45640, -3.20753, 2.60026], [-2.69953, -2.46740, 0.59479], [-2.65969, -1.07901, 2.23339], [-0.29134, -2.12870, 1.57037], [-0.06082, -3.32284, 0.81184], [-0.23101, -0.88736, 0.77072], [0.27566, -2.03141, 2.86864], [3.02225, -3.24781, -1.38387], [3.27849, -2.77102, -2.61837], [1.74696, -3.66742, -1.38073], [3.81167, -4.31476, -1.17993], [3.37112, -1.97420, -0.09464], [4.67504, -1.52180, -0.49862], [2.29230, -1.00501, -0.33667], [3.29662, -2.68520, 1.13999], [5.20367, 2.24576, 0.34219], [4.85060, 2.77146, -0.84548], [5.87733, 1.12512, 0.11259], [6.01657, 3.14005, 0.93859], [3.75216, 1.92969, 1.42639], [2.77265, 1.50334, 0.39264], [4.19765, 0.89610, 2.29398], [3.44396, 3.21573, 1.99303], [0.33375, 3.23096, 3.81537], [0.30167, 3.38854, 5.15297], [-0.81026, 3.78733, 3.33268], [1.35977, 3.92268, 3.33357], [0.39255, 1.42206, 3.43557], [1.48688, 0.95824, 4.22026], [-0.93277, 1.01493, 3.82814], [0.63530, 1.37307, 1.98910], [-2.80351, -2.27970, -3.39510], [-1.38451, -2.71676, -3.75171], [-0.59777, -2.33531, -2.50518], [-1.18001, -1.09760, -2.10506], [-2.57401, -1.20609, -2.29130], [-3.37334, -3.12566, -3.00389], [-3.39390, -1.87203, -4.21802], [-0.97071, -2.18188, -4.60958], [-1.27679, -3.78048, -3.97916], [0.46496, -2.20806, -2.70552], [-0.65974, -3.03514, -1.66214], [-2.95384, -0.23371, -2.61686], [-3.10484, -1.49801, -1.37876], [-3.40295, 1.99970, 0.28330], [-2.97446, 2.79852, -0.96355], [-1.59086, 2.22575, -1.26351], [-1.12752, 1.63229, 0.00714], [-2.08738, 1.83217, 1.01579], [-3.82462, 1.04646, -0.06087], [-4.21277, 2.48830, 0.82563], [-2.99814, 3.86578, -0.73617], [-3.56386, 2.64497, -1.87299], [-0.83704, 2.98278, -1.46995], [-1.59873, 1.39845, -1.96329], [-1.90766, 2.71078, 1.63819], [-2.10398, 0.99594, 1.70689]],
  "forces_ev_per_angstrom": [[-0.34, 0.07, 1.18], [0.98, -1.13, -0.03], [0.00, 0.19, -0.45], [-0.11, -0.17, 0.37], [-0.06, -0.07, 0.00], [-0.06, -0.06, 0.30], [-0.13, -0.15, -0.44], [0.11, -0.14, -0.16], [0.14, 0.43, -0.43], [0.04, 0.14, 0.47], [-0.36, 0.13, 0.09], [-0.01, -0.13, 0.05], [0.44, -0.11, 0.04], [-0.07, 0.03, -0.17], [0.76, 0.04, -0.02], [-0.15, 0.18, -0.12], [-0.53, 0.12, 0.04], [-0.35, -0.13, 0.21], [-0.18, 0.08, -0.20], [0.07, 0.02, 0.08], [0.19, 0.21, -0.03], [0.19, -0.20, -0.07], [-0.50, 0.61, -0.08], [-0.31, 0.11, -0.16], [0.08, -0.40, 0.26], [0.21, -0.20, -0.31], [-0.13, -0.02, -0.13], [0.02, 0.10, -0.14], [0.29, 0.08, 0.07], [-0.37, 0.00, 0.21], [-0.12, -0.21, 0.34], [0.30, -0.05, 0.23], [-0.08, -0.02, -0.14], [-0.09, 0.34, -0.19], [-0.20, 0.06, 0.19], [0.30, -0.38, -0.06], [0.18, 0.10, 0.28], [-0.04, 0.15, -0.14], [-0.38, -0.27, -0.40], [0.06, 0.04, 0.10], [0.21, -0.03, -0.15], [-0.14, 0.18, 0.05], [-0.21, 0.00, 0.06], [-0.11, 0.37, 0.04], [-0.24, -0.18, -0.27], [0.04, 0.06, 0.09], [0.24, 0.12, 0.02], [-0.62, -0.20, -1.14], [0.01, -0.28, -0.28], [0.55, 0.17, 1.70], [0.33, 0.29, -1.02], [-1.06, -0.11, 0.95], [0.31, -0.12, 0.22], [0.27, 0.13, 0.27], [0.39, 0.01, -0.06], [-0.39, 0.00, 0.32], [-0.11, -0.06, -0.62], [0.09, 0.19, -0.34], [0.38, 0.17, -0.29], [0.26, -0.10, -0.19]],
  "nbo_charge": [-0.4977, 1.6011, 0.6846, -0.3261, -0.3466, -0.3218, 2.3929, -0.9624, -0.9872, -0.9174, 0.6866, -0.3369, -0.3241, -0.3309, 2.3904, -0.9634, -0.9834, -0.9351, 0.6901, -0.3324, -0.3041, -0.3364, 2.3773, -0.9810, -0.9226, -0.9573, 0.6862, -0.3349, -0.3520, -0.3030, 2.3901, -0.9336, -0.9801, -1.0119, -0.4355, -0.4307, -0.0811, -0.5264, -0.0674, 0.1977, 0.1935, 0.1960, 0.2034, 0.2083, 0.2007, 0.1594, 0.1817, -0.4198, -0.4362, -0.0669, -0.5490, -0.0824, 0.1991, 0.2059, 0.1974, 0.2011, 0.1962, 0.2090, 0.1824, 0.2471],
  "gap_ev": [8.789, 8.855],
  "multiplicity": 2,
  "de_lowest_kcal_mol": 5.25,
  "total_charge": -2
}

***

Record 3
{
  "formula": "C9H29O10",
  "method": "ωB97M-V/def2-TZVPD",
  "elements": ["O", "H", "C", "O", "H", "H", "H", "H", "C", "C", "O", "O", "H", "H", "H", "H", "H", "H", "C", "C", "O", "O", "H", "H", "H", "H", "H", "H", "C", "C", "O", "O", "H", "H", "H", "H", "H", "H", "C", "C", "O", "O", "H", "H", "H", "H", "H", "H"],
  "xyz": [[0.33014, 0.05703, -0.57256], [0.08252, 0.36875, 0.31966], [0.37040, 1.84288, 2.07169], [-0.86757, 1.29466, 2.32522], [1.01827, 1.03162, 1.73970], [0.34155, 2.61443, 1.30229], [0.74549, 2.25247, 3.00959], [-1.26625, 0.93567, 1.52912], [0.81373, 2.64719, -1.34744], [-0.64106, 2.38981, -0.88611], [-1.11546, 1.24081, -1.53279], [1.76088, 1.83628, -0.64910], [1.03693, 3.68559, -1.10247], [0.92342, 2.44806, -2.41347], [-1.18578, 3.25508, -1.26385], [-0.63677, 2.27330, 0.19763], [-0.63786, 0.52785, -1.10245], [1.46395, 0.92506, -0.70489], [-0.03698, -2.18094, -2.06068], [0.39589, -1.12587, -3.05562], [1.15560, -0.13473, -2.41037], [-0.97017, -1.47832, -1.23037], [0.72407, -2.70366, -1.48131], [-0.60851, -2.97495, -2.54130], [-0.46488, -0.64081, -3.51593], [0.97784, -1.54625, -3.87581], [0.70189, 0.13246, -1.60765], [-0.58484, -0.75997, -0.72332], [2.49730, -1.66491, 0.45327], [1.48211, -1.57079, 1.62296], [0.16136, -1.60016, 1.05113], [2.45632, -0.56616, -0.49071], [2.31226, -2.55261, -0.15158], [3.54318, -1.70645, 0.75746], [1.43669, -0.63719, 2.18370], [1.62674, -2.34344, 2.37807], [0.12115, -0.95954, 0.33728], [1.65036, -0.53435, -1.01128], [-2.38710, -0.49312, 0.77449], [-2.56804, -0.51050, 2.26086], [-1.34443, -0.88120, 2.85329], [-1.66151, 0.60222, 0.26448], [-3.36096, -0.60025, 0.29676], [-1.90420, -1.40573, 0.42513], [-3.26672, -1.31405, 2.49378], [-2.94434, 0.46084, 2.58177], [-0.74299, -0.14432, 2.72336], [-0.93356, 0.20808, -0.22167]],
  "forces_ev_per_angstrom": [[1.54, 0.98, 10.83], [2.81, 1.47, 0.50], [0.77, 0.25, 0.25], [0.37, 2.93, 2.99], [0.74, 0.54, -0.07], [0.53, 0.09, 0.60], [0.24, 0.02, -0.04], [-0.11, 0.71, -1.16], [0.23, -0.27, 1.10], [1.41, 0.33, -2.31], [-2.26, 4.88, -5.98], [0.72, 2.59, -0.26], [0.33, 0.18, -0.13], [-0.28, 0.29, -0.19], [-0.51, 0.02, 0.43], [-0.64, 0.82, -0.90], [-0.56, 2.94, -5.25], [1.58, 1.82, 0.54], [-1.64, 1.01, 0.11], [0.96, -0.06, -0.45], [1.99, -1.01, -6.51], [-3.27, -4.69, -2.41], [0.45, 0.42, 0.02], [-0.13, 0.00, -0.20], [-0.46, -0.29, 0.10], [0.35, -0.12, -0.06], [-0.08, 1.04, -3.78], [-0.08, -3.76, -2.38], [0.03, 1.26, -0.70], [-0.84, 0.71, -1.39], [1.11, -2.63, 1.66], [3.32, -1.81, 2.70], [-0.22, -0.53, 0.48], [-0.02, -0.02, 0.42], [1.31, 0.13, 0.10], [-0.26, -0.40, -0.32], [1.58, -2.31, 1.31], [2.05, -2.11, -0.17], [-1.79, -1.93, -0.51], [0.76, -0.80, -0.07], [-1.55, -1.82, 1.99], [-5.04, -2.44, 4.71], [-0.41, 0.73, -0.24], [-0.25, 0.03, 0.79], [-0.25, 0.17, 0.06], [-0.23, 0.02, 0.47], [-0.06, 0.06, 0.44], [-4.22, 0.56, 2.86]],
  "nbo_charge": [-1.1065, 0.6329, -0.2507, -0.7797, 0.1593, 0.1803, 0.1789, 0.4844, -0.1032, -0.1288, -0.7303, -0.7585, 0.1506, 0.1810, 0.1744, 0.1677, 0.4068, 0.4765, -0.1079, -0.0890, -0.7332, -0.7623, 0.1712, 0.1748, 0.1788, 0.1543, 0.4442, 0.4021, -0.0955, -0.1039, -0.7532, -0.7597, 0.1589, 0.1718, 0.1598, 0.1812, 0.4492, 0.4738, -0.1443, -0.1149, -0.7460, -0.6913, 0.1620, 0.2470, 0.1782, 0.1615, 0.4747, 0.4225],
  "gap_ev": 8.469,
  "total_charge": -1
}

***

no.,E_tot (Ha)
1,-3451.675945
2,-5330.857244
3,-1112.104035